Model A:
Formula: C4H5NO2
Source: OMol25
Level of theory: the ωB97M-V functional and the def2-TZVPD basis

Each line ends with the Mulliken charge.
Positions of all 12 atoms, in Å:
C -1.3548 1.2191 -0.0057  -0.89
C -1.0210 -0.1815 0.0154  0.58
O -1.6537 -1.1001 0.3502  -0.48
N 0.3309 -0.3561 -0.3414  -0.06
C 1.2766 -1.4122 -0.0771  -0.61
C 1.5155 0.0923 0.0288  0.63
O 2.3439 0.8792 0.2847  -0.48
H -1.1279 1.4475 -1.1538  0.28
H -0.6013 1.8045 0.5490  0.28
H -2.4128 1.6175 0.2038  0.29
H 1.3965 -2.2229 -0.8186  0.25
H 1.3083 -1.7872 0.9648  0.22

* SMILES: CC(=O)N1CC1=O
* molar mass: 99.09 g mol⁻¹
* Kohn-Sham gap: 10.503 eV
* multiplicity: 1

Model B:
Formula: C4H5NO2
Source: OMol25
Level of theory: the ωB97M-V functional and the def2-TZVPD basis

Each line ends with the Mulliken charge.
Positions of all 12 atoms, in Å:
C -0.9549 1.3179 0.3149  -0.31
N -0.3783 0.3883 0.9578  -0.46
C 1.0037 0.5159 0.6104  -0.12
C 1.3352 -0.3063 -0.3849  -0.35
O 0.4626 -1.2078 -0.9406  -0.35
C -0.7152 -1.5808 -0.2951  0.25
O -1.7734 -1.4714 -0.8432  -0.48
H -1.8448 1.0817 -0.2587  0.29
H -0.4867 2.2997 0.1816  0.33
H 1.6074 1.3581 0.9247  0.45
H 2.2798 -0.2723 -0.9099  0.40
H -0.5354 -2.1230 0.6430  0.34

* SMILES: C=N/C=C\OC=O
* molar mass: 99.09 g mol⁻¹
* Kohn-Sham gap: 9.370 eV
* multiplicity: 1

Model C:
Formula: C4H5NO2
Source: OMol25
Level of theory: the ωB97M-V functional and the def2-TZVPD basis

Each line ends with the Mulliken charge.
Positions of all 12 atoms, in Å:
O -1.5754 -2.9055 -0.8517  -0.20
C -1.3060 -1.8028 -1.0054  -0.01
C 0.2592 -0.9209 0.5033  -0.55
C 1.1270 -0.1518 -0.3992  -0.27
N -0.1930 0.4635 -0.1216  -0.01
C -0.2978 1.6371 0.6635  0.04
O 0.6382 2.1625 1.1974  -0.44
H -0.9415 0.2458 -0.7947  0.37
H 0.4767 -0.7205 1.5573  0.21
H 1.1982 -0.4619 -1.4450  0.22
H 1.9537 0.4683 -0.0544  0.29
H -1.3393 1.9863 0.7507  0.35

* molar mass: 99.09 g mol⁻¹
* Kohn-Sham gap: 8.538 eV
* multiplicity: 1

Model D:
Formula: C4H5NO2
Source: OMol25
Level of theory: the ωB97M-V functional and the def2-TZVPD basis

Each line ends with the Mulliken charge.
Positions of all 12 atoms, in Å:
O 2.0371 -0.9228 -0.2258  -0.50
C 1.0202 -0.1379 0.1574  0.18
C 0.6559 1.1514 -0.2580  -0.35
C -0.7326 1.2276 -0.1299  -0.59
C -1.1402 -0.0805 0.1815  0.24
O -2.2997 -0.6756 -0.0869  -0.50
N -0.0925 -0.7580 0.7466  -0.18
H 2.8513 -0.3909 -0.2219  0.35
H 1.3364 1.9326 -0.5689  0.37
H -1.3871 2.0461 -0.3970  0.42
H -2.1489 -1.6404 -0.1276  0.32
H -0.1000 -1.7516 0.9306  0.25

* SMILES: Oc1ccc(O)[nH]1
* molar mass: 99.09 g mol⁻¹
* Kohn-Sham gap: 7.230 eV
* multiplicity: 1

Verdict on stability: model D comes out on top.

Model A:
Formula: C4H5NO2
Source: OMol25
Level of theory: the ωB97M-V functional and the def2-TZVPD basis

Each line ends with the Mulliken charge.
Positions of all 12 atoms, in Å:
O -0.3763 0.3960 2.6065  -0.52
C -0.2288 0.0889 1.3876  0.75
N -0.0931 0.9309 0.3575  -0.16
C -0.1651 0.5465 -1.0301  -0.53
C 0.7976 -0.5645 -1.4193  0.05
O 1.7025 -0.9494 -0.7292  -0.41
C -0.1259 -1.2355 1.7921  -0.58
H 0.0689 1.8966 0.6010  0.27
H 0.0865 1.4186 -1.6467  0.35
H -1.1839 0.2538 -1.3209  0.28
H 0.5953 -0.9992 -2.4212  0.33
H -1.0839 -1.7535 1.8959  0.18

* molar mass: 99.09 g mol⁻¹
* Kohn-Sham gap: 9.025 eV
* multiplicity: 1

Model B:
Formula: C4H5NO2
Source: OMol25
Level of theory: the ωB97M-V functional and the def2-TZVPD basis

Each line ends with the Mulliken charge.
Positions of all 12 atoms, in Å:
O 1.6706 -0.3588 1.9720  -0.49
C 0.9255 -0.3447 1.0442  0.45
C -0.1522 0.6690 0.7634  -0.32
C -0.3691 0.7933 -0.6954  -0.56
N 0.1110 -0.1414 -1.5550  -0.35
C 0.3667 -1.2330 -0.9790  0.03
O 0.9863 -1.4421 0.1518  -0.21
H -1.0456 0.3840 1.3363  0.30
H 0.1927 1.6271 1.1617  0.27
H -0.3143 1.7321 -1.2466  0.40
H -1.6979 0.2071 -0.7875  0.14
H -0.6739 -1.8926 -1.1658  0.34

* molar mass: 99.09 g mol⁻¹
* Kohn-Sham gap (alpha / beta): 8.019 / 8.023 eV
* multiplicity: 1

Model C:
Formula: C4H5NO2
Source: OMol25
Level of theory: the ωB97M-V functional and the def2-TZVPD basis

Each line ends with the Mulliken charge.
Positions of all 12 atoms, in Å:
O 2.5440 0.4116 -0.8509  -0.57
N 1.7404 0.1737 -0.0124  0.91
O 2.0400 -0.0484 1.1475  -0.58
C 0.3942 0.2515 -0.3853  0.12
C -0.4709 -1.0388 -0.6533  -0.68
C -1.4992 -0.5591 0.0666  -0.40
C -0.8212 0.6754 0.6627  -0.78
H 0.4358 0.8597 -1.2845  0.41
H -0.1762 -1.9108 -1.1645  0.41
H -2.4276 -0.8846 0.1481  0.60
H -1.2979 1.7785 0.7227  0.27
H -0.4615 0.2912 1.6033  0.29

* SMILES: O=[N+]([O-])[C@H]1C=CC1
* molar mass: 99.09 g mol⁻¹
* Kohn-Sham gap: 10.556 eV
* multiplicity: 1

Model D:
Formula: C4H5NO2
Source: OMol25
Level of theory: the ωB97M-V functional and the def2-TZVPD basis

Each line ends with the Mulliken charge.
Positions of all 12 atoms, in Å:
O 2.6292 0.1744 -0.9994  -0.46
C 1.4722 -0.1562 -0.9359  -0.18
C 0.6193 0.0054 0.2868  0.43
C -0.5436 1.0103 0.1455  -0.55
N -1.7089 0.2218 0.5317  -0.48
C -1.3641 -0.9920 0.5624  0.06
O -0.0596 -1.3177 0.3662  -0.38
H 0.9519 -0.6482 -1.7804  0.32
H 1.2379 0.2259 1.1738  0.27
H -0.6691 1.3639 -0.8909  0.29
H -0.4867 1.9008 0.7834  0.30
H -2.0785 -1.7885 0.7568  0.39

* SMILES: O=C[C@H]1CN=CO1
* molar mass: 99.09 g mol⁻¹
* Kohn-Sham gap: 10.934 eV
* multiplicity: 1

Verdict on stability: model D comes out on top.

Model A:
Formula: C4H5NO2
Source: OMol25
Level of theory: the ωB97M-V functional and the def2-TZVPD basis

Each line ends with the Mulliken charge.
Positions of all 12 atoms, in Å:
O 0.7364 2.6383 0.4249  -0.58
C 0.5173 1.4307 0.3021  0.50
N 1.6263 0.7390 0.0658  -0.45
C 0.4716 -1.1927 -0.5175  -0.76
C -0.8484 -0.6203 -0.0852  -0.07
O -0.9138 -0.3219 1.2950  -0.39
C -0.8282 0.7653 0.3806  -0.02
H 1.3393 -0.6222 0.0200  0.25
H 0.6398 -2.2045 -0.1333  0.33
H 0.6552 -1.1382 -1.5911  0.36
H -1.7520 -1.0433 -0.5245  0.42
H -1.6865 1.4321 0.3393  0.42

* molar mass: 99.09 g mol⁻¹
* Kohn-Sham gap: 8.388 eV
* multiplicity: 1

Model B:
Formula: C4H5NO2
Source: OMol25
Level of theory: the ωB97M-V functional and the def2-TZVPD basis

Each line ends with the Mulliken charge.
Positions of all 12 atoms, in Å:
O 3.0248 -0.0161 -0.2117  -0.45
C 1.8705 -0.0821 -0.5484  -0.11
C 0.6704 0.3072 0.3158  0.05
C -0.5478 0.9217 -0.3716  -0.49
N -0.4625 -0.4924 -0.1435  -0.23
C -1.5563 -0.9321 0.5923  0.13
O -2.6255 -0.3613 0.5384  -0.52
H 1.5788 -0.5207 -1.5272  0.35
H 0.9217 0.4579 1.3665  0.36
H -0.3620 1.2443 -1.3937  0.23
H -1.5587 1.1576 0.0893  0.32
H -1.4237 -1.8566 1.1545  0.37

* SMILES: O=C[C@H]1CN1C=O
* molar mass: 99.09 g mol⁻¹
* Kohn-Sham gap: 10.768 eV
* multiplicity: 1

Model C:
Formula: C4H5NO2
Source: OMol25
Level of theory: the ωB97M-V functional and the def2-TZVPD basis

Each line ends with the Mulliken charge.
Positions of all 12 atoms, in Å:
C 0.4338 -1.4410 -0.0766  -0.32
N 1.5102 -0.6849 -0.1402  -0.22
O 1.4952 0.6654 0.0552  -0.22
C 0.1152 1.4782 0.1502  -0.48
C -0.8349 0.4861 -0.4502  0.16
O -2.0239 -0.1147 -0.0446  -0.41
C -0.7220 -0.7089 0.4167  0.02
H 0.6004 -2.4901 -0.1135  0.41
H 0.0315 1.6993 1.2267  0.25
H 0.4063 2.3001 -0.4288  0.28
H -0.6432 0.4207 -1.5427  0.29
H -0.6884 -0.4279 1.5147  0.26

* SMILES: C1=NOC[C@@H]2O[C@@H]12
* molar mass: 99.09 g mol⁻¹
* Kohn-Sham gap: 10.549 eV
* multiplicity: 1

Verdict on stability: model B comes out on top.

Model A:
Formula: C4H5NO2
Source: OMol25
Level of theory: the ωB97M-V functional and the def2-TZVPD basis

Each line ends with the Mulliken charge.
Positions of all 12 atoms, in Å:
O 2.4563 0.6032 1.8953  -0.44
C 2.1717 0.1439 0.8207  -0.03
C 0.8316 0.3268 0.1116  0.76
O 0.8375 0.8624 -1.0138  -0.61
N -0.1823 -0.1656 0.7843  -0.50
C -1.3372 -0.7407 0.0488  -0.30
C -1.4205 0.3701 -0.8541  -0.20
H 2.8863 -0.4631 0.2287  0.29
H -2.1555 -0.8384 0.7655  0.26
H -1.1106 -1.7104 -0.4031  0.25
H -1.1719 0.2985 -1.9033  0.25
H -1.8055 1.3132 -0.4805  0.28

* molar mass: 99.09 g mol⁻¹
* Kohn-Sham gap (alpha / beta): 8.476 / 8.478 eV
* multiplicity: 1

Model B:
Formula: C4H5NO2
Source: OMol25
Level of theory: the ωB97M-V functional and the def2-TZVPD basis

Each line ends with the Mulliken charge.
Positions of all 12 atoms, in Å:
C -1.0628 -2.1603 -0.5355  -0.02
C -0.0077 -1.5211 -0.4799  -0.28
C 1.1700 -0.6453 -0.6482  0.37
O 2.1770 -1.1320 -1.0113  -0.48
N 1.0177 0.7479 -0.3223  -0.18
O -0.2569 1.2909 -0.3242  -0.23
C -0.5330 1.2898 1.0361  -0.50
H -1.8979 -2.8272 -1.0119  0.31
H 1.5769 1.3666 -0.7409  0.24
H 0.0741 1.7007 1.7945  0.32
H -1.5471 1.6958 0.9426  0.26
H -0.7104 0.1942 1.3010  0.20

* SMILES: C#CC(=O)NOC
* molar mass: 99.09 g mol⁻¹
* Kohn-Sham gap: 10.601 eV
* multiplicity: 1

Verdict on stability: model A comes out on top.

Model A:
Formula: C4H5NO2
Source: OMol25
Level of theory: the ωB97M-V functional and the def2-TZVPD basis

Each line ends with the Mulliken charge.
Positions of all 12 atoms, in Å:
C 2.1041 0.1458 0.8194  -0.28
N 1.4409 0.7134 -0.0890  -0.41
C 0.1335 0.4723 -0.4015  0.73
C -0.9601 0.7004 0.4201  -0.90
O -0.0910 -0.1597 -1.5343  -0.40
C -1.3940 -0.9921 -0.9940  0.18
O -1.2421 -2.0464 -0.4809  -0.43
H 1.7057 -0.6566 1.4452  0.27
H 3.1393 0.4368 0.9672  0.26
H -0.8051 0.8477 1.4801  0.29
H -1.8339 1.1874 0.0142  0.30
H -2.1973 -0.6490 -1.6465  0.39

* SMILES: C=NC(=C)OC=O
* molar mass: 99.09 g mol⁻¹
* Kohn-Sham gap: 9.103 eV
* multiplicity: 1

Model B:
Formula: C4H5NO2
Source: OMol25
Level of theory: the ωB97M-V functional and the def2-TZVPD basis

Each line ends with the Mulliken charge.
Positions of all 12 atoms, in Å:
O 0.9641 -1.5470 0.1158  -0.45
C 0.8528 -0.4395 -0.7849  0.08
C 0.6182 0.7186 0.2027  -0.35
C -0.7625 1.2288 0.2562  -0.22
N -0.3823 0.0493 1.0482  -0.49
C -0.4192 -1.2101 0.2627  0.19
O -0.4993 -0.8539 -1.1184  -0.50
H 1.6021 -0.3667 -1.5747  0.49
H 1.4550 1.2042 0.6952  0.32
H -1.3885 1.0875 -0.6183  0.22
H -0.9618 2.1102 0.8595  0.26
H -1.0786 -1.9814 0.6560  0.47

* molar mass: 99.09 g mol⁻¹
* Kohn-Sham gap: 11.106 eV
* multiplicity: 1

Model C:
Formula: C4H5NO2
Source: OMol25
Level of theory: the ωB97M-V functional and the def2-TZVPD basis

Each line ends with the Mulliken charge.
Positions of all 12 atoms, in Å:
N 1.0179 0.3947 0.8472  -0.52
C 0.8795 -0.9086 0.1786  0.28
O 0.6653 -0.5817 -1.1864  -0.41
C -0.4490 0.2657 -0.9917  -0.16
C -0.2566 0.9043 0.3817  -0.37
C -1.1432 -0.2924 0.2246  -0.33
O -0.3643 -1.3940 0.6258  -0.41
H 1.6157 0.9897 0.2716  0.30
H 1.6591 -1.6545 0.3191  0.43
H -0.8580 0.7075 -1.8855  0.40
H -0.5692 1.8673 0.7554  0.42
H -2.1972 -0.2979 0.4595  0.39

* SMILES: N1[C@@H]2O[C@@H]3[C@H]1[C@@H]3O2
* molar mass: 99.09 g mol⁻¹
* Kohn-Sham gap: 10.736 eV
* multiplicity: 1

Verdict on stability: model C comes out on top.

Model A:
Formula: C6H35NO12
Source: OMol25
Level of theory: the ωB97M-V functional and the def2-TZVPD basis

Each line ends with the Mulliken charge.
Positions of all 54 atoms, in Å:
C -3.1744 0.1636 -1.7825  -1.16
C -1.6504 -0.1133 -1.7357  0.84
C -0.6758 0.8350 -2.3398  -1.01
C -1.4280 -0.3463 -0.1477  -0.99
N 0.0070 -0.3592 0.2800  0.23
C 0.1859 -0.5490 1.7435  0.27
C 1.5250 -0.0691 2.3221  -0.33
O 2.0364 1.0024 2.1189  -0.58
H -3.5401 -0.3082 -2.7121  0.38
H -3.6676 -0.3074 -0.9036  0.28
H -3.2745 1.2434 -1.7932  0.21
H -1.3471 -1.1110 -2.1520  0.25
H 0.3879 0.4896 -2.5913  0.08
H -0.5080 1.8122 -1.7946  -0.03
H -0.9986 1.2308 -3.2676  0.53
H -1.7478 0.4500 0.5681  0.26
H -1.9000 -1.2859 0.1721  0.21
H 0.6266 -1.0102 -0.1672  0.35
H 0.1947 -1.6449 2.0338  -0.11
H -0.7186 -0.0514 2.1289  0.05
H 1.6789 -0.7683 3.1373  0.36
O 1.9207 2.0933 -0.2847  -0.64
H 2.3444 1.9710 0.5687  0.41
H 1.4920 1.2089 -0.4604  0.25
O -1.1644 2.0542 1.9954  -0.60
H -0.3939 1.9619 1.4198  0.30
H -1.8840 2.1601 1.3603  0.36
O 0.6606 -4.6194 1.2572  -0.66
H -0.2777 -4.5449 1.4112  0.32
H 0.8493 -3.7278 1.5551  0.40
O -2.3247 -1.9912 2.0992  -0.57
H -2.8278 -1.3079 2.6009  0.31
H -3.0210 -2.6346 1.8338  0.28
O 2.4637 -1.9929 -3.9151  -0.67
H 2.7397 -2.7959 -4.3521  0.31
H 1.5235 -2.0887 -3.7316  0.32
O 3.8245 1.4350 -2.1072  -0.68
H 3.0371 1.8983 -1.7265  0.31
H 4.1369 1.9645 -2.8315  0.29
O 2.6252 -2.6827 1.6627  -0.64
H 2.7445 -2.0890 0.9180  0.30
H 3.1229 -3.4671 1.3797  0.28
O -0.1542 4.2544 0.1719  -0.72
H 0.0601 4.5874 1.0376  0.30
H 0.5248 3.6396 -0.1626  0.34
O -2.6516 -0.1658 3.9041  -0.68
H -1.8429 0.4008 4.1017  0.29
H -2.5232 -0.8543 4.5710  0.34
O 3.3748 -1.1927 -1.5402  -0.62
H 3.5826 -0.3378 -1.9972  0.33
H 3.2830 -1.7644 -2.3254  0.40
O -2.6553 3.0475 -0.2099  -0.69
H -1.8158 3.5445 -0.2253  0.34
H -2.7853 2.7328 -1.0961  0.32

* SMILES: CC(C)CNCC=O.O.O.O.O.O.O.O.O.O.O.O
* molar mass: 313.34 g mol⁻¹
* Kohn-Sham gap: 9.105 eV
* multiplicity: 1

Model B:
Formula: C6H35NO12
Source: OMol25
Level of theory: the ωB97M-V functional and the def2-TZVPD basis

Each line ends with the Mulliken charge.
Positions of all 54 atoms, in Å:
C 1.1254 -0.4420 4.0532  -1.30
C 0.3621 -1.3934 3.4789  1.06
C -0.8235 -1.8827 4.1840  -1.52
C 0.8293 -1.9028 2.1658  -1.06
C 0.9873 -0.8641 1.0568  1.20
N 1.4970 -1.5712 -0.1650  -0.30
C -0.4103 -0.2408 0.8022  -0.69
O -0.3253 1.1884 0.7897  -0.48
H 1.0135 -0.0111 5.0375  0.35
H 1.9568 0.0706 3.5691  0.26
H -1.6299 -2.3182 3.5970  0.35
H -1.2528 -1.1251 4.8478  0.38
H -0.4216 -2.6690 4.8819  0.36
H 0.1724 -2.6991 1.8067  0.35
H 1.8364 -2.3908 2.1311  0.23
H 1.6181 -0.0637 1.4515  -0.52
H 1.4784 -0.7851 -0.8252  0.41
H 0.7710 -2.2432 -0.4302  0.27
H -1.0782 -0.6373 1.5858  0.46
H -0.7635 -0.5538 -0.1895  -0.16
H -0.5458 1.4846 1.6834  0.34
O 3.7521 1.0009 1.1167  -0.81
H 4.4847 0.4555 0.8002  0.27
H 3.0590 0.3585 1.2826  0.54
O 0.1589 1.8130 -4.6585  -0.78
H -0.5258 2.5014 -4.5014  0.45
H 0.7575 1.8065 -3.9017  0.34
O 2.3630 2.1732 -0.8804  -0.63
H 1.4809 2.3281 -0.5159  0.28
H 2.9509 1.9896 -0.1165  0.36
O 4.1532 -2.4840 -1.8618  -0.65
H 3.6202 -3.1449 -1.4100  0.30
H 3.6037 -1.6995 -1.7614  0.33
O -3.4658 -0.4342 0.0256  -0.74
H -3.3040 -1.2722 -0.4399  0.39
H -2.7095 0.1342 -0.1444  0.40
O -1.7803 3.5170 -3.7910  -0.67
H -1.3617 4.1123 -3.1695  0.31
H -2.3410 2.9132 -3.2802  0.36
O -2.9322 3.6624 -1.3809  -0.68
H -2.3278 3.1846 -0.7968  0.33
H -3.6562 3.0066 -1.3781  0.33
O 4.4164 -1.6591 1.3953  -0.55
H 3.7757 -2.3164 1.0925  0.26
H 5.2340 -2.1764 1.4156  0.28
O -1.7024 0.1413 -3.9981  -0.65
H -0.8238 0.4648 -4.2645  0.46
H -2.1962 0.9531 -4.1624  0.22
O -2.1597 -1.9643 -1.8108  -0.68
H -1.7683 -1.2712 -2.3602  0.35
H -2.9902 -2.2461 -2.2086  0.31
O -4.7264 1.9252 -0.2296  -0.70
H -5.0670 2.2547 0.6100  0.29
H -4.3689 1.0221 -0.2286  0.40

* SMILES: C=C(C)C[C@@H](N)CO.O.O.O.O.O.O.O.O.O.O.O
* molar mass: 313.34 g mol⁻¹
* Kohn-Sham gap: 9.669 eV
* multiplicity: 1

Verdict on stability: model B comes out on top.